[1]
Here is a cluster of 2 separate species, C9H20P in total at a distorted geometry from OMol25. Energies are from ωB97M-V with the def2-TZVPD basis set.

As for the charge: +1. The calculated total energy comes out at -18936.6711 eV. The calculation puts the LUMO energy at -2.8399 eV. The spin multiplicity is 1. As for the HOMO energy: -12.249 eV. For the orbital gap, the calculation gives 9.41 eV.

Atoms and positions in Å:
P  -1.4945  0.1603  -0.1557
C  3.2182  0.2820  -0.5018
C  3.2685  -1.4227  -2.3149
C  -2.1196  -1.4497  0.5429
C  -2.7312  0.7071  -1.5255
C  -1.3491  1.4510  1.1283
C  -0.1821  2.4560  0.8007
C  3.7208  1.1342  0.3331
C  2.6406  -0.6278  -1.1848
C  -0.9414  -2.1943  1.1637
H  -2.3834  1.6555  -1.8149
H  -0.3927  3.2789  0.2174
H  -0.3113  -2.6946  0.3896
H  -0.1958  -1.4773  1.6376
H  -2.5652  0.0975  -2.4044
H  -2.1904  2.1060  1.1726
H  1.5370  -0.8559  -0.9853
H  -1.1106  0.8916  2.1246
H  3.8720  2.2361  0.0565
H  -2.6061  -1.9234  -0.2430
H  0.7867  1.8690  0.4896
H  4.1307  -1.0937  -2.7856
H  -2.8876  -1.0514  1.2801
H  -1.2035  -2.9544  1.8547
H  0.0876  2.9068  1.7512
H  -3.7179  0.7163  -1.1763
H  2.6358  -1.6756  -3.1917
H  -0.1503  -0.1155  -0.4632
H  4.2935  0.6659  1.2655
H  3.5115  -2.3749  -1.8523

[2]
Here is a cluster of 10 separate species, C58H135BN9O26 in total at a distorted geometry from OMol25. Energies are from ωB97M-V with the def2-TZVPD basis set.

As for the charge: -2. The calculated total energy comes out at -129641.5520 eV. The calculation puts the LUMO energy (spin up / spin down) at 3.3672 / 3.3672 eV. The spin multiplicity is 2. As for the HOMO energy (spin up / spin down): 0.619 / -3.196 eV. For the orbital gap (spin up / spin down), the calculation gives 2.75 / 6.56 eV.

Atoms and positions in Å:
O  -3.5343  -1.7076  14.0522
O  -0.9320  -5.4915  21.0291
O  -0.7195  -4.1865  14.6538
O  -4.4155  -6.9668  25.1189
O  -3.7762  -9.8659  12.4123
O  -3.4771  -1.2800  20.7508
O  -0.2355  -6.0576  18.8977
O  1.7220  1.7856  17.2839
O  -1.6696  -4.9906  9.3062
O  4.3967  -0.7412  20.2372
O  -3.9186  -5.2115  12.0158
O  -8.5497  -11.1051  12.8034
O  -0.3183  -6.9751  16.7149
O  -0.1889  -6.9621  14.4131
O  -0.8565  -4.7463  16.8555
O  -11.7016  -5.7645  21.5386
O  -1.1995  -9.4442  10.8068
O  -3.6406  -5.8494  19.8665
O  -0.2818  -2.2262  23.9192
O  -5.5781  -8.6399  16.1614
O  0.9111  -9.7472  19.6953
O  -8.2579  -5.9387  20.3117
O  -2.3415  -6.3029  17.9261
O  5.2605  -12.1241  20.5031
O  2.8248  -2.8796  17.1674
O  -3.3411  -9.8137  21.1319
N  -10.1566  -7.7576  20.1410
N  -0.8495  -0.4567  21.3872
N  -8.3632  -8.5117  14.6232
N  3.7213  -9.6450  20.6490
N  -0.5808  -6.8334  11.5813
N  3.7627  -3.8983  19.7918
N  -1.8762  -8.7709  23.8932
N  -0.8343  -0.6102  16.3718
N  -2.8266  -7.2935  13.6819
C  -11.3309  -6.9471  19.5866
C  -1.9186  -4.3048  8.1209
C  -4.1205  -7.7424  23.9700
C  -1.3446  -10.8874  10.7728
C  0.4452  -0.6103  22.1164
C  -5.0204  -7.9124  17.2794
C  -2.5715  -6.0219  19.2095
C  -3.7549  -9.6811  13.8124
C  -1.1380  -5.8485  19.8526
C  0.4226  -7.7363  11.0350
C  -3.9084  -5.2267  13.4806
C  -0.2707  -3.5303  24.5191
C  -3.5722  -10.3886  19.8397
C  -2.6061  -1.8194  15.1177
C  -1.0230  -1.3546  20.2481
C  -3.3096  -8.9622  24.1557
C  -8.8671  -7.9349  19.4060
C  -8.1201  -6.6501  19.1033
C  -7.3965  -4.7937  20.4600
C  -12.5775  -5.0526  22.3596
C  -0.6784  -4.9447  15.6448
C  -0.3317  -6.4556  15.5323
C  5.3938  0.2406  20.5988
C  -2.7490  -8.6124  14.2755
C  -0.2939  -5.0937  9.6779
C  -1.9924  -9.9483  21.6246
C  -5.6193  -6.2129  25.1278
C  1.5474  -8.4683  20.1444
C  6.2703  -13.1064  20.2551
C  -3.5704  -2.5684  21.2588
C  -2.4179  -1.1221  19.7421
C  -7.5932  -9.5898  15.3232
C  -9.2564  -12.3337  13.0845
C  2.2429  2.7921  16.3387
C  -9.3136  -9.8802  12.6978
C  5.7656  -10.9865  21.1679
C  -2.2445  -0.5324  15.8497
C  2.8098  -4.5852  18.9809
C  0.6781  -1.9214  22.9101
C  -3.9673  -6.5289  14.1864
C  -12.4020  -6.6139  20.6931
C  -1.5520  -8.7459  22.4314
C  2.6660  -8.7014  21.1834
C  -8.4476  -8.7234  13.1996
C  1.0759  0.5949  16.7734
C  4.6693  -10.0428  21.6545
C  -6.8180  -9.1257  16.5328
C  0.2828  -9.6091  18.4068
C  0.1399  -9.2087  11.3427
C  -0.2473  -5.4369  11.2106
C  -4.1266  -3.8345  11.5592
C  3.2339  -3.0230  20.8003
C  4.3550  -1.9240  21.1510
C  2.1603  -2.6370  15.9336
C  2.0000  -3.7339  17.9653
C  -4.8998  -1.5031  14.4129
C  -5.0914  -10.5358  12.0345
C  -0.4137  0.5825  17.0917
B  -0.9222  -5.9887  17.6560
H  2.4484  -3.4609  15.2807
H  -3.7941  -10.6119  14.3783
H  -1.5326  -3.3027  8.3072
H  -4.6176  -2.8251  21.4183
H  -5.8249  -5.6214  24.2357
H  2.8784  3.4830  16.8928
H  -1.8279  -2.1988  14.4554
H  -3.9470  -7.1294  23.0856
H  5.2587  -2.5257  21.2473
H  -13.2225  -4.2819  21.9377
H  0.7445  -7.8885  20.5997
H  0.9269  -9.8928  11.0253
H  4.8608  0.7860  21.3776
H  -9.0188  -8.5451  18.5156
H  -0.7624  0.5500  18.1239
H  -1.0530  -11.2857  11.7447
H  0.7039  -2.8372  22.3195
H  -4.9902  -10.5796  10.9501
H  -5.1434  -8.3393  18.2748
H  1.0845  -2.4936  16.0344
H  0.0475  -9.1786  12.4284
H  -10.9462  -5.9887  19.2378
H  -5.0176  -8.3612  23.9883
H  -2.7495  -1.6646  18.8567
H  6.6194  -13.5107  21.2053
H  3.0112  2.5268  15.6123
H  2.6837  -1.7665  15.5379
H  -1.2956  -10.1095  20.8021
H  2.4093  -2.3898  20.4729
H  -2.2167  0.3013  15.1481
H  -6.8400  -9.9717  14.6341
H  1.4012  -7.4989  11.4523
H  -9.0739  -7.8954  12.8675
H  7.1435  -12.7011  19.7438
H  -0.8068  -2.3813  20.5434
H  -5.6820  -1.5384  13.6546
H  -6.3715  -5.0661  20.7116
H  -3.7897  -6.5708  15.2610
H  -5.1900  -2.2456  15.1562
H  5.5797  1.0229  19.8630
H  -2.7734  -8.4227  15.3486
H  2.2296  -9.1260  22.0874
H  -2.3320  -11.3045  10.5747
H  1.6520  -1.7670  23.3745
H  6.2837  -11.1608  22.1110
H  5.2232  -9.2290  22.1225
H  -10.1743  -9.9116  13.3658
H  3.9640  -3.1075  19.1966
H  -1.8569  -9.1786  14.0078
H  1.6167  -0.2428  17.2138
H  -8.6009  -13.1982  13.1901
H  -8.2536  -8.5767  20.0383
H  -0.3458  -1.1704  19.4141
H  -2.9440  -10.0269  19.0256
H  5.9335  -13.9423  19.6420
H  -6.0667  -10.0843  12.2162
H  -0.4652  -8.7840  22.3567
H  -0.8345  -3.4884  25.4510
H  2.2963  -5.2330  19.6914
H  -9.8125  -12.5377  12.1695
H  -0.9488  -4.7162  11.6307
H  3.3496  -5.2174  18.2758
H  -1.2535  -4.6014  7.3099
H  -8.5668  -6.1415  18.2490
H  0.7264  -3.9130  24.7369
H  0.3851  -4.2467  9.5793
H  6.3459  -10.3112  20.5393
H  -9.9123  -7.4379  21.0674
H  1.4317  3.1386  15.6985
H  -9.3111  -8.5265  14.9715
H  -1.5233  -7.9754  24.4059
H  -5.0669  -11.5392  12.4595
H  -3.9494  -7.8414  17.0897
H  -9.6157  -9.6731  11.6712
H  1.3106  0.5982  15.7090
H  2.9433  -3.6182  21.6660
H  -12.0006  -4.6909  23.2108
H  -5.2822  -6.8550  17.2420
H  -7.2458  -4.1165  19.6193
H  0.7431  -5.0833  11.4972
H  -0.5710  -4.3004  23.8086
H  -9.9650  -12.2834  13.9112
H  -4.9009  -4.7929  13.6022
H  -2.9276  -4.3494  7.7109
H  1.5703  -4.5365  17.3657
H  0.5649  -7.7186  9.9544
H  -4.9357  -7.0047  14.0316
H  -11.8367  -7.4428  18.7581
H  -1.9427  -7.8861  21.8872
H  -13.1936  -6.0845  20.1627
H  -7.0973  -6.9175  18.8375
H  -0.3992  -8.7590  18.4249
H  -3.1905  -3.3202  11.7764
H  -2.3575  -0.0804  19.4270
H  -4.9143  -0.5678  14.9725
H  -4.6165  -10.2439  19.5633
H  -0.2473  -10.5585  18.3321
H  -1.5691  -0.7042  22.0513
H  -1.9912  -6.8598  14.0480
H  3.2396  -10.3783  20.1485
H  -3.1642  -2.5898  22.2701
H  -2.9457  -2.6447  15.7434
H  -4.6568  -9.0827  13.9413
H  -3.3749  -11.4585  19.9074
H  -12.8623  -7.5279  21.0682
H  -5.8837  -5.7040  26.0547
H  -7.4392  -8.6087  12.8020
H  1.2380  -0.3428  21.4178
H  1.9413  -7.8683  19.3241
H  -0.4754  -6.8320  12.5858
H  -2.9141  -0.3347  16.6868
H  -6.7099  -9.9898  17.1884
H  6.3507  -0.1004  20.9938
H  -3.1063  -4.6661  13.9607
H  -13.3069  -5.6692  22.8849
H  -0.1518  -0.8998  15.6859
H  -7.5692  -4.1872  21.3491
H  -6.3470  -7.0205  25.0479
H  -0.8603  1.5223  16.7672
H  3.2240  -7.7866  21.3833
H  1.3145  -3.1575  18.5866
H  -0.6045  -11.2066  10.0390
H  -3.6924  -9.8020  23.5758
H  -4.9987  -3.3095  11.9488
H  -7.4387  -8.2994  16.8793
H  0.1738  -5.7831  8.9749
H  0.4773  0.1460  22.9007
H  4.2296  -10.6866  22.4162
H  -3.1910  -3.3501  20.6007
H  -4.3440  -3.8312  10.4911
H  -3.5380  -9.2340  25.1862
H  -8.4203  -10.1797  15.7181
H  4.0636  -1.4231  22.0743
H  -1.9170  -10.8667  22.2067
H  1.0936  -9.5242  17.6832

Q: Which of these has the highest calculated total energy?
A: C9H20P

Q: charge of number 2 (C58H135BN9O26)?
A: -2

Q: The highest calculated total energy belongs to which entry?
A: C9H20P

Q: Which formula does entry 2 have?
A: C58H135BN9O26